1.
{
  "formula": "C23H43N2OP3SZr",
  "method": "wB97M-V/def2-TZVPD",
  "symbols": ["Zr", "P", "P", "P", "H", "C", "C", "H", "C", "C", "C", "C", "C", "C", "C", "C", "C", "H", "H", "H", "H", "H", "H", "H", "H", "H", "H", "H", "H", "H", "H", "H", "H", "H", "H", "H", "H", "H", "H", "H", "H", "H", "H", "H", "H", "H", "C", "C", "C", "C", "C", "C", "S", "H", "H", "H", "H", "H", "H", "N", "C", "O", "C", "C", "C", "N", "C", "C", "H", "H", "H", "H", "H", "H"],
  "coordinates": [[0.18004, -0.64214, -0.51336], [-0.44564, 1.47762, 0.87580], [-2.38600, -1.29621, -0.92973], [2.61304, 0.84394, -0.95548], [1.94559, -2.63366, -5.27343], [2.64858, -2.33009, -4.49106], [2.77780, -2.98175, -3.31482], [2.21821, -3.89487, -3.06519], [-0.96840, 2.96842, -0.01876], [-1.82430, 1.20902, 2.03360], [0.80436, 2.10004, 2.05432], [-3.03261, -2.74843, -1.87488], [-3.49582, -1.36552, 0.51597], [-3.01851, 0.14217, -1.90585], [3.74469, -0.01471, -2.10094], [3.61503, 0.84094, 0.56652], [2.49399, 2.58101, -1.44799], [3.33555, -1.51194, -4.73011], [3.57787, -2.68048, -2.62328], [-1.28271, 3.71996, 0.71574], [-1.80540, 2.74079, -0.68975], [-0.14297, 3.35468, -0.62698], [-1.82660, 2.02320, 2.76872], [-1.71046, 0.25737, 2.56707], [-2.78118, 1.18966, 1.50015], [0.29843, 2.72604, 2.79560], [1.57117, 2.69230, 1.54461], [1.29126, 1.27106, 2.57923], [-3.79453, -3.28336, -1.28121], [-2.18575, -3.42605, -2.09806], [-3.48318, -2.38003, -2.81794], [-4.30615, -0.62658, 0.44613], [-2.92012, -1.19107, 1.43515], [-3.92685, -2.37866, 0.58723], [-3.78129, -0.21149, -2.61758], [-2.22238, 0.62409, -2.49167], [-3.45491, 0.88812, -1.22529], [4.61291, 0.63762, -2.27586], [3.25024, -0.25337, -3.05147], [4.04828, -0.96854, -1.64343], [4.62733, 1.19208, 0.33066], [3.71110, -0.16343, 0.98783], [3.22380, 1.48586, 1.35749], [3.44666, 2.89051, -1.89827], [2.26902, 3.24125, -0.60212], [1.69977, 2.69432, -2.18980], [-0.34495, -0.87213, -4.02413], [-0.19860, 0.46632, -4.42291], [-0.79013, 0.84754, -5.63176], [-1.56449, -0.06494, -6.36115], [-1.75511, -1.38896, -5.90954], [-1.14358, -1.78532, -4.72866], [0.53600, -1.62350, -2.72282], [1.38688, 0.18542, -1.87541], [0.35592, 1.17766, -3.79126], [-0.66074, 1.87680, -5.98914], [-2.05749, 0.29269, -7.26698], [-2.43735, -2.08315, -6.44826], [-1.24259, -2.79208, -4.28299], [0.70244, -2.89866, 6.17281], [0.00749, -3.52808, 5.16213], [-0.70237, -4.51412, 5.35193], [0.26340, -2.95122, 3.80829], [1.24928, -1.98112, 3.56283], [1.40132, -1.47359, 2.27689], [0.62682, -1.91952, 1.24873], [-0.28522, -2.91630, 1.46939], [-0.49630, -3.41732, 2.74040], [0.42208, -3.18470, 7.11016], [1.01378, -1.94531, 6.04646], [1.91017, -1.60659, 4.33708], [2.13755, -0.70880, 2.02679], [-0.84639, -3.32988, 0.62981], [-1.24391, -4.19104, 2.91040]],
  "lowdin_charge": [0.988, 0.709, 0.732, 0.805, 0.088, -0.066, -0.136, 0.081, -0.211, -0.225, -0.227, -0.206, -0.238, -0.225, -0.199, -0.176, -0.190, 0.079, 0.057, 0.092, 0.053, 0.040, 0.084, 0.051, 0.057, 0.085, 0.041, 0.037, 0.072, 0.046, 0.067, 0.079, 0.014, 0.068, 0.078, 0.025, 0.054, 0.101, 0.029, 0.069, 0.112, 0.059, 0.045, 0.095, 0.064, 0.055, -0.621, -0.101, -0.023, 0.008, -0.003, -0.118, 0.790, -0.042, 0.094, 0.138, 0.140, 0.151, 0.113, 0.197, -0.446, 0.134, -0.050, 0.062, -0.102, -0.144, -0.093, 0.069, 0.150, 0.097, 0.136, 0.077, 0.119, 0.156],
  "max_force_ev_per_a": 2.953,
  "homo_energy_ev": [-19.379, -19.378],
  "total_charge": 4,
  "spin_multiplicity": 1,
  "gap_ev": [4.618, 4.616],
  "relative_energy_kcal_mol": 17.0
}

2.
{
  "formula": "C23H43N6",
  "method": "wB97M-V/def2-TZVPD",
  "symbols": ["C", "C", "N", "C", "N", "C", "C", "C", "C", "C", "C", "C", "N", "C", "N", "H", "H", "H", "H", "H", "H", "H", "H", "H", "H", "H", "H", "H", "C", "C", "N", "C", "C", "C", "C", "H", "H", "H", "H", "H", "H", "H", "H", "H", "H", "H", "H", "H", "H", "H", "C", "C", "N", "C", "C", "C", "C", "H", "H", "H", "H", "H", "H", "H", "H", "H", "H", "H", "H", "H", "H", "H"],
  "coordinates": [[8.04817, -4.87887, 4.36198], [7.34368, -4.48655, 3.33482], [6.51715, -4.27489, 2.13536], [5.44958, -3.45563, 2.08101], [5.15680, -2.35068, 3.01534], [3.64259, -2.33533, 3.24402], [3.03079, -3.82484, 3.19698], [1.40290, -3.85704, 3.32531], [0.73508, -5.17989, 3.82250], [-0.82786, -5.43741, 3.97866], [-1.67089, -4.13875, 3.55086], [-0.82431, -2.90754, 3.08455], [0.59472, -2.72511, 2.96412], [3.34628, -4.50224, 1.73407], [4.44177, -3.71439, 1.00716], [8.66214, -5.33774, 5.23331], [6.72812, -4.82301, 1.26843], [5.40895, -1.45520, 2.53087], [3.18337, -1.74645, 2.36963], [3.45775, -1.76278, 4.22154], [3.49241, -4.42887, 4.06985], [1.44574, -6.05637, 4.10110], [-1.30006, -6.42532, 4.31363], [-2.83403, -4.15156, 3.57156], [-1.46171, -1.98377, 2.76452], [2.39072, -4.43999, 1.08816], [3.62982, -5.60662, 1.89542], [4.83375, -4.38692, 0.31979], [-2.29946, -0.19043, -0.49142], [-1.16464, 0.55057, -1.19020], [-0.03563, 0.85990, -0.31298], [0.90738, 1.81467, -0.89789], [1.66598, 1.38043, -2.14993], [0.57419, -0.27263, 0.37742], [1.11871, -1.41634, -0.47377], [-2.64216, 0.35246, 0.39454], [-3.14958, -0.29187, -1.17178], [-2.00376, -1.19957, -0.19027], [-1.58647, 1.49014, -1.56540], [-0.85163, -0.02581, -2.06764], [1.63262, 2.12303, -0.13497], [0.35375, 2.73049, -1.13936], [2.45569, 0.66474, -1.91658], [2.15043, 2.25086, -2.60382], [1.00872, 0.94466, -2.90629], [-0.16754, -0.68960, 1.06939], [1.37326, 0.08900, 1.03545], [0.43102, -1.71279, -1.26965], [1.28139, -2.29724, 0.15681], [2.08155, -1.16493, -0.92054], [-2.45132, 4.72775, -0.89994], [-2.66292, 4.68259, -2.40968], [-3.86369, 3.95499, -2.81289], [-3.90768, 3.66106, -4.24501], [-3.98918, 4.84321, -5.20792], [-5.12310, 4.41505, -2.23275], [-5.52386, 5.86941, -2.46226], [-2.45139, 3.72221, -0.46813], [-1.48512, 5.18851, -0.67485], [-3.21830, 5.32378, -0.39811], [-1.78702, 4.17923, -2.83560], [-2.65707, 5.70622, -2.79949], [-4.74324, 2.98088, -4.44981], [-3.01070, 3.08164, -4.49737], [-4.98443, 5.28932, -5.21715], [-3.78611, 4.49893, -6.22705], [-3.25728, 5.62107, -4.97706], [-5.08298, 4.24186, -1.15013], [-5.93862, 3.76617, -2.57260], [-4.69485, 6.56397, -2.30510], [-6.31492, 6.14730, -1.75842], [-5.92381, 6.02505, -3.46461]],
  "lowdin_charge": [0.158, -0.073, 0.128, -0.196, 0.050, -0.136, -0.200, -0.206, -0.016, -0.005, -0.020, -0.110, 0.054, -0.126, 0.052, 0.098, 0.189, 0.162, 0.124, 0.148, 0.152, 0.097, 0.098, 0.105, 0.109, 0.136, 0.135, 0.124, -0.087, -0.263, -0.185, -0.246, -0.089, -0.254, -0.086, 0.079, 0.077, 0.058, 0.109, 0.099, 0.111, 0.103, 0.051, 0.074, 0.070, 0.076, 0.109, 0.073, 0.040, 0.051, -0.092, -0.275, -0.195, -0.255, -0.090, -0.251, -0.087, 0.068, 0.073, 0.066, 0.110, 0.098, 0.112, 0.106, 0.056, 0.073, 0.068, 0.101, 0.115, 0.069, 0.074, 0.055],
  "max_force_ev_per_a": 6.627,
  "homo_energy_ev": -9.253,
  "total_charge": 1,
  "spin_multiplicity": 1,
  "gap_ev": 4.512
}

3.
{
  "formula": "C23H44Cl3LaN4O3SSi",
  "method": "wB97M-V/def2-TZVPD",
  "symbols": ["C", "C", "H", "H", "H", "C", "C", "H", "H", "H", "H", "La", "Cl", "Cl", "C", "O", "N", "C", "C", "H", "H", "H", "H", "H", "H", "H", "H", "H", "C", "C", "N", "H", "C", "O", "H", "H", "H", "H", "O", "C", "C", "C", "H", "C", "H", "C", "H", "C", "C", "H", "H", "H", "Si", "Cl", "C", "C", "C", "H", "H", "H", "H", "H", "H", "H", "H", "H", "C", "N", "C", "S", "N", "C", "H", "H", "H", "H", "H", "H", "H", "H"],
  "coordinates": [[2.51151, -2.41498, -7.11326], [1.93829, -1.54160, -8.18828], [2.30851, -3.47309, -7.32057], [2.08958, -2.14679, -6.13889], [3.60426, -2.30786, -7.03162], [1.77307, -1.95916, -9.45703], [2.06265, -3.33168, -9.95932], [1.43608, -1.26790, -10.23015], [1.64632, -4.11496, -9.30810], [3.14196, -3.51405, -10.07347], [1.62359, -3.44362, -10.96067], [0.54082, -0.00991, -0.89603], [2.06531, 1.71746, 0.58996], [2.63945, 0.25064, -2.55934], [-0.05686, 2.93174, -2.15444], [-0.70990, 1.96169, -1.66050], [-0.63565, 3.87104, -2.89128], [-2.06758, 3.74950, -3.18073], [0.11151, 4.98288, -3.48646], [1.03576, 3.00062, -2.02245], [-2.59128, 3.36948, -2.29273], [-2.23611, 3.06484, -4.03087], [-2.43511, 4.74358, -3.45466], [1.05363, 5.10450, -2.94223], [-0.48588, 5.89791, -3.41862], [0.32435, 4.81475, -4.55132], [-0.20747, -4.92300, -0.95524], [-0.55850, -3.36763, -3.38988], [-1.30773, -4.87600, -0.96569], [-1.58254, -3.66966, -3.12215], [-1.77407, -3.68441, -1.67070], [-1.65667, -4.83974, 0.07154], [-1.83318, -2.52403, -0.99591], [-1.55559, -1.39206, -1.46989], [-2.29260, -2.97584, -3.58814], [-2.09468, -2.61771, 0.07255], [-1.69438, -5.77081, -1.46247], [-1.75874, -4.68673, -3.47963], [0.54351, -0.33541, -6.68530], [1.49217, -0.15170, -7.73818], [-0.19511, 0.47298, -9.53376], [1.01205, 0.73615, -8.88302], [-0.84309, -0.31483, -9.13790], [-0.52700, 1.19857, -10.68611], [2.38966, 0.31556, -7.29826], [1.85334, 1.76765, -9.32863], [-1.47825, 0.99390, -11.17975], [0.35346, 2.16600, -11.18480], [1.53827, 2.46643, -10.49826], [2.75385, 1.99516, -8.75164], [0.10049, 2.71480, -12.09508], [2.21000, 3.24999, -10.86102], [-0.64439, 0.55746, -5.93394], [1.16278, -2.62027, -0.38052], [-2.30921, 0.09345, -6.65285], [-0.30037, 2.39116, -6.22822], [-0.59392, 0.11272, -4.14299], [-2.43634, 0.42771, -7.69164], [-3.11599, 0.53795, -6.05162], [-2.44155, -0.99712, -6.62394], [-0.71343, -0.97159, -4.02183], [-1.37762, 0.62035, -3.56450], [0.40601, 0.39884, -3.76918], [-0.09797, 2.62664, -7.28531], [0.57673, 2.71089, -5.64689], [-1.14874, 3.02267, -5.92400], [1.12492, 1.07153, 4.48274], [0.67172, 0.52677, 3.19655], [-0.59189, 0.10454, 3.01482], [-1.40430, 0.19461, 1.51091], [-1.22008, -0.40806, 4.11885], [-0.56685, -1.39670, 4.99870], [0.27670, 1.25988, 5.15873], [1.65903, 2.01479, 4.30942], [1.81891, 0.35645, 4.94505], [1.15802, 0.89083, 2.34539], [-2.20086, -0.60782, 3.93222], [-0.62150, -1.04893, 6.04007], [-1.13125, -2.33552, 4.92344], [0.48112, -1.56789, 4.71838]],
  "lowdin_charge": [-0.035, -0.223, 0.073, 0.079, 0.095, -0.107, -0.104, 0.101, 0.074, 0.084, 0.071, 1.156, -0.206, -0.286, -0.300, -0.261, -0.154, -0.016, -0.025, 0.119, 0.102, 0.080, 0.092, 0.099, 0.092, 0.081, 0.051, 0.096, -0.077, -0.035, -0.184, 0.093, -0.369, -0.251, 0.094, 0.128, 0.086, 0.088, -0.170, -0.275, -0.059, -0.215, 0.119, -0.073, 0.152, -0.034, 0.103, -0.092, -0.079, 0.118, 0.100, 0.103, 0.407, -0.221, -0.158, -0.137, -0.187, 0.021, 0.032, 0.037, 0.027, 0.033, -0.058, 0.032, 0.034, 0.019, -0.069, -0.057, -0.835, 0.544, -0.067, -0.073, 0.089, 0.091, 0.081, -0.048, 0.107, 0.082, 0.086, 0.088],
  "max_force_ev_per_a": 1.953,
  "homo_energy_ev": -8.542,
  "spin_multiplicity": 1,
  "gap_ev": 8.983,
  "relative_energy_kcal_mol": 0.0
}

Number 3 is which compound? C23H44Cl3LaN4O3SSi